No. 1
Entry from the Open Molecules 2025 dataset: a cluster of 9 separate species, C6H30O8 in total (the ωB97M-V functional and the def2-TZVPD basis).

Each line ends with the Mulliken charge.
Cartesian coordinates (Å):
C 1.601 -2.774 -1.018  -1.873
C 1.295 -1.284 -0.798  0.517
C -0.171 -0.914 -1.155  0.442
C -1.319 -1.646 -0.356  -1.892
C -0.270 0.590 -0.965  0.448
C 0.368 1.177 -2.156  -1.444
H 1.519 -3.176 -1.926  0.591
H 2.578 -3.125 -0.653  0.384
H 0.895 -3.329 -0.492  0.307
H 2.013 -0.680 -1.318  0.387
H 1.369 -1.092 0.276  -0.395
H -0.221 -1.154 -2.200  0.636
H -1.172 -2.286 0.483  0.539
H -1.812 -2.166 -1.186  0.370
H -2.210 -1.098 -0.017  0.368
H -1.210 1.142 -0.767  0.208
H 0.244 0.934 0.178  -0.336
H -0.311 1.929 -2.703  0.333
H 1.091 1.906 -1.858  0.299
H 0.977 0.436 -2.786  0.292
O -2.982 1.785 -0.545  -0.634
H -3.765 1.452 -0.060  0.343
H -2.735 1.010 -1.002  0.261
O 1.681 -0.525 2.481  -0.627
H 2.387 0.137 2.397  0.337
H 1.123 -0.612 1.782  0.167
O -0.962 -4.166 2.147  -0.625
H -0.324 -4.605 1.631  0.295
H -0.405 -3.759 2.773  0.313
O -2.350 0.404 3.050  -0.692
H -1.357 0.449 3.337  0.331
H -2.139 0.030 2.189  0.333
O 3.118 3.589 1.134  -0.667
H 2.332 2.940 1.111  0.313
H 2.592 4.299 0.742  0.320
O 3.558 1.291 -0.066  -0.539
H 4.133 0.514 -0.045  0.261
H 4.074 2.049 0.069  0.308
O -3.728 0.405 -2.772  -0.617
H -3.417 -0.236 -3.365  0.301
H -3.665 1.275 -3.188  0.321
O -0.499 2.902 2.598  -0.566
H -1.265 2.573 3.128  0.319
H -0.659 3.405 1.890  0.263

multiplicity: 1
structure (SMILES): CCC(C)CC.O.O.O.O.O.O.O.O

---

No. 2
Entry from the Open Molecules 2025 dataset: an isolated molecule of C4H7NO2 (the ωB97M-V functional and the def2-TZVPD basis).

Each line ends with the Mulliken charge.
Cartesian coordinates (Å):
C 1.074 -1.212 -0.087  -1.281
C -0.281 -0.609 -0.443  0.309
O -0.197 0.441 -1.396  -0.609
C -0.968 0.088 0.785  -0.464
N -0.900 1.543 0.528  -0.598
C 0.191 1.914 0.033  0.731
O 1.143 2.509 -0.273  -0.414
H 1.728 -0.473 0.391  0.296
H 1.585 -1.594 -0.975  0.349
H 0.940 -2.046 0.617  0.346
H -0.928 -1.377 -0.878  0.317
H -0.964 1.041 -1.016  0.415
H -0.443 -0.115 1.722  0.297
H -2.015 -0.203 0.902  0.307

multiplicity: 1
structure (SMILES): C[C@H](O)CN=C=O

---

no.,F_max (eV/Å),orbital gap (eV)
1,6.5,10.3505
2,2.9,11.1164